Density functional theory data (the ωB97M-V functional and the def2-TZVPD basis) for a structure of composition C27H32BrN5O3PS2Y in a non-equilibrium geometry.

Its charge is +1. For the HOMO energy (spin up / spin down), the calculation gives -10.759 / -10.740 eV. Its expectation value of S² is 0.755. The calculation puts the frontier orbital gap (spin up / spin down) at 8.4 / 6.2 eV. Its spin multiplicity is 2.

Each line ends with the Löwdin spin population.
CARTESIAN COORDINATES (ANGSTROEM)
Y1 -0.3814 0.3002 -0.0862  0.103
C1 -3.2488 -0.4511 1.8897  0.000
N1 -2.0903 -1.1951 1.3791  0.000
C2 -1.3481 -1.7313 2.5221  0.000
C3 0.0192 -2.2543 2.1755  0.000
C4 0.6040 -3.2192 2.9836  0.000
C5 1.8855 -3.6521 2.6978  0.000
C6 2.5323 -3.1227 1.5920  0.000
C7 1.8736 -2.1759 0.8313  0.001
N2 0.6439 -1.7315 1.1179  0.003
C8 -2.5427 -2.2428 0.4646  0.002
C9 -3.0972 -1.6311 -0.8035  0.001
C10 -3.8979 -2.3766 -1.6555  0.000
C11 -4.4185 -1.7684 -2.7859  0.002
C12 -4.1473 -0.4269 -3.0117  0.000
C13 -3.3250 0.2386 -2.1218  0.002
N3 -2.7898 -0.3524 -1.0490  0.005
C14 -2.8802 0.9446 2.3081  0.000
C15 -3.5955 1.5945 3.3013  0.000
C16 -3.3019 2.9182 3.5841  0.000
C17 -2.2920 3.5394 2.8684  0.000
C18 -1.6088 2.8092 1.9136  0.000
N4 -1.8917 1.5325 1.6299  0.002
H1 -3.7198 -0.9882 2.7211  0.000
H2 -3.9921 -0.3665 1.0973  0.000
H3 -1.9191 -2.5242 3.0218  0.000
H4 -1.2188 -0.9128 3.2374  0.000
H5 0.0577 -3.6180 3.8286  0.000
H6 2.3684 -4.3944 3.3195  0.000
H7 3.5318 -3.4316 1.3223  0.000
H8 2.3466 -1.7444 -0.0408  0.000
H9 -3.3169 -2.8690 0.9289  0.000
H10 -1.6988 -2.8902 0.2153  0.001
H11 -4.1115 -3.4112 -1.4187  0.000
H12 -5.0377 -2.3324 -3.4714  0.000
H13 -4.5548 0.0970 -3.8646  0.000
H14 -3.0591 1.2780 -2.2721  0.000
H15 -4.3698 1.0638 3.8397  0.000
H16 -3.8534 3.4505 4.3476  0.000
H17 -2.0313 4.5726 3.0477  0.000
H18 -0.8039 3.2608 1.3500  0.000
C19 6.4453 1.6918 0.4129  0.000
C20 5.2411 1.1196 -0.2996  0.001
O1 4.0998 1.1981 0.5857  0.004
P1 2.6486 1.5120 -0.0049  0.010
S1 1.4852 1.4414 1.6218  0.002
S2 2.2499 0.3242 -1.5667  0.037
O2 2.7429 2.9709 -0.6233  0.001
C21 2.9839 4.1176 0.2207  0.000
C22 3.7061 5.1628 -0.5982  0.000
H19 7.3321 1.5511 -0.2050  0.000
H20 6.5958 1.1878 1.3670  0.000
H21 6.3135 2.7582 0.5977  0.000
H22 5.3909 0.0680 -0.5471  0.000
H23 5.0322 1.6695 -1.2193  0.000
H24 3.5725 3.8175 1.0905  0.000
H25 2.0157 4.4873 0.5621  0.000
H26 4.6780 4.7935 -0.9260  0.000
H27 3.8567 6.0555 0.0090  0.000
H28 3.1166 5.4222 -1.4766  0.000
O3 -0.6320 -1.4604 -5.6609  0.003
C23 -0.4818 -1.7621 -4.3646  0.012
C24 -0.3816 -3.0762 -3.8899  -0.004
C25 -0.2219 -3.2799 -2.5375  0.041
N5 -0.1724 -2.2412 -1.6982  0.238
C26 -0.2760 -1.0422 -2.1366  0.452
Br1 -0.6605 2.5374 -1.4902  0.005
C27 -0.4204 -0.6973 -3.4625  0.070
H29 -0.5625 -2.2462 -6.2136  0.001
H30 -0.4144 -3.9174 -4.5705  0.002
H31 -0.1235 -4.2712 -2.1121  -0.001
H32 -0.4788 0.3221 -3.8190  0.000

***

Density functional theory data (the ωB97M-V functional and the def2-TZVPD basis) for a structure of composition C27H32CdIN4O2S5 in a non-equilibrium geometry.

The value obtained for the relative energy (zero: lowest compared OMol25 entry of this formula, charge and spin) is 0.00 kcal per mole. For the HOMO energy (spin up / spin down), the calculation gives -7.587 / -7.586 eV. Its expectation value of S² is 0.778. The calculation puts the frontier orbital gap (spin up / spin down) at 7.2 / 4.8 eV. Its spin multiplicity is 2.

Each line ends with the Löwdin spin population.
CARTESIAN COORDINATES (ANGSTROEM)
Cd1 -2.0848 0.9136 1.8501  0.011
C1 -1.5663 -0.9056 4.8682  0.000
C2 -1.8369 -2.3505 4.4904  0.000
S1 -2.1800 -2.5904 2.7023  0.000
C3 -1.0851 -3.9963 2.2959  0.000
C4 0.3935 -3.7360 2.5107  0.000
S2 0.8887 -2.1912 1.6522  0.001
C5 1.9338 -1.3950 2.9137  0.000
C6 1.2401 -1.0440 4.2189  0.000
S3 -0.2520 -0.0093 3.9701  0.001
H1 -2.4494 -0.2998 4.6618  0.000
H2 -1.3328 -0.8382 5.9329  0.000
H3 -1.0098 -3.0062 4.7534  0.000
H4 -2.7249 -2.6796 5.0331  0.000
H5 -1.4160 -4.8643 2.8703  0.000
H6 -1.2835 -4.1665 1.2377  0.000
H7 0.6395 -3.6328 3.5651  0.000
H8 0.9733 -4.5636 2.0983  0.000
H9 2.7927 -2.0412 3.1083  0.000
H10 2.2763 -0.4899 2.4103  0.000
H11 0.9390 -1.9250 4.7831  0.000
H12 1.9264 -0.4571 4.8327  0.000
C7 0.8669 3.6040 0.4655  0.018
C8 0.4109 3.0271 -0.8308  0.152
N1 1.0961 3.2498 -1.9221  -0.015
C9 0.7119 2.7129 -3.0755  0.172
C10 -0.3719 1.8563 -3.1981  -0.003
C11 -0.7260 1.2338 -4.5290  -0.005
O1 -2.0242 1.5732 -4.9713  -0.004
C12 -1.1157 1.5698 -2.0510  0.152
C13 -2.1552 0.5157 -2.1279  0.019
N2 -2.4776 -0.3175 -0.9518  0.000
C14 -3.6816 -0.5653 -0.2585  0.001
C15 -4.7210 -1.2649 -0.8690  0.000
C16 -5.9176 -1.4227 -0.1935  0.000
C17 -6.0791 -0.8929 1.0747  0.001
C18 -5.0249 -0.2341 1.6908  0.002
C19 -3.8173 -0.0822 1.0322  0.010
I1 -2.9013 2.5547 3.8744  0.000
C20 -0.7919 2.2238 -0.8276  0.109
O2 -1.5350 2.1889 0.2004  0.247
H13 1.6305 4.3584 0.3064  0.000
H14 0.0242 4.0264 1.0105  0.005
H15 1.2807 2.7972 1.0755  0.008
H16 1.3391 2.9399 -3.9296  0.009
H17 0.0224 1.5316 -5.2794  0.000
H18 -0.7269 0.1420 -4.4570  -0.002
H19 -2.1127 2.5316 -4.9661  0.000
H20 -2.9574 0.6921 -2.8451  0.005
H21 -4.5885 -1.6647 -1.8664  0.000
H22 -6.7366 -1.9489 -0.6626  0.000
H23 -7.0240 -0.9905 1.5869  0.000
H24 -5.1601 0.1689 2.6867  0.000
C21 4.1196 -0.3341 -4.4792  0.000
C22 4.0387 0.2412 -3.1075  0.000
C23 5.0246 0.9940 -2.5277  0.009
C24 4.8184 1.4660 -1.2055  0.001
N3 3.7281 1.1966 -0.5392  0.009
C25 2.7505 0.4777 -1.0995  0.012
S4 1.3438 0.1132 -0.3171  0.036
N4 2.9215 -0.0011 -2.3915  0.017
C26 5.8432 2.3129 -0.5341  0.000
H25 5.0492 -0.0454 -4.9605  0.000
H26 3.2821 0.0096 -5.0851  0.000
H27 4.0693 -1.4208 -4.4265  0.000
H28 5.9375 1.2161 -3.0539  0.001
H29 2.1598 -0.5510 -2.7750  0.000
H30 6.8074 2.2267 -1.0264  0.000
H31 5.9276 2.0384 0.5136  0.000
H32 5.5179 3.3524 -0.5721  0.000
S5 -1.0629 -2.2324 -2.4406  0.010
C27 -1.7969 -0.9071 -1.9214  0.012

***

Density functional theory data (the ωB97M-V functional and the def2-TZVPD basis) for a structure of composition C27H32Cl2N7O2S2SiTeZr.

Its charge is +1. The value obtained for the relative energy (zero: lowest compared OMol25 entry of this formula, charge and spin) is 7.84 kcal per mole. For the HOMO energy, the calculation gives -9.780 eV. The calculation puts the frontier orbital gap at 6.5 eV.

Each line ends with the Mulliken charge.
CARTESIAN COORDINATES (ANGSTROEM)
Zr1 0.4978 0.4258 0.3756  -0.235
C1 1.2217 0.5654 4.5162  -1.659
C2 -0.1341 0.6705 3.8773  0.686
C3 -1.1969 1.2204 4.5499  -0.835
C4 -2.4650 1.1785 3.9603  -0.790
C5 -2.6439 0.6102 2.7276  -0.981
C6 -1.5214 0.0828 2.0611  0.863
N1 -0.2950 0.1035 2.6573  0.494
N2 -1.4675 -0.3720 0.7865  1.121
Si1 -2.8688 -0.8595 -0.1592  -0.191
C7 -4.0653 0.5569 -0.4383  -1.067
C8 -2.2950 -1.5111 -1.8118  -0.304
C9 -3.6679 -2.2587 0.8053  -1.023
H1 1.2516 -0.3130 5.1670  0.308
H2 1.4304 1.4341 5.1394  0.502
H3 2.0058 0.4609 3.7709  0.175
H4 -1.0550 1.6531 5.5305  0.532
H5 -3.3107 1.6087 4.4825  0.462
H6 -3.6117 0.5973 2.2479  0.343
H7 -3.5123 1.4806 -0.6342  0.141
H8 -4.7620 0.7300 0.3848  0.458
H9 -4.6703 0.3434 -1.3260  0.425
H10 -2.3983 -0.7579 -2.5906  -0.132
H11 -2.9176 -2.3699 -2.0899  0.512
H12 -1.2532 -1.8284 -1.8125  -0.208
H13 -4.0501 -1.9376 1.7781  0.327
H14 -2.9382 -3.0574 0.9765  0.253
H15 -4.5031 -2.6919 0.2460  0.404
Cl1 1.6218 7.7774 1.3517  -0.201
C10 1.0682 6.1511 1.1744  0.122
C11 -0.2089 5.9218 0.6343  -0.491
C12 -0.6835 4.6457 0.4841  0.308
Cl2 -2.2492 4.3472 -0.1589  -0.183
C13 0.1101 3.5236 0.8395  -0.502
O1 -0.3457 2.3183 0.6992  0.783
C14 1.3956 3.7862 1.3824  0.904
C15 2.2012 2.7077 1.8174  -0.326
O2 1.9748 1.4964 1.6366  -0.365
C16 1.8541 5.1085 1.5566  -1.265
H16 -0.8265 6.7593 0.3387  0.506
H17 3.0992 2.9622 2.3914  0.375
H18 2.8330 5.2877 1.9854  0.459
C17 -0.3346 -4.7191 -2.6659  -1.042
C18 0.9057 -3.8843 -2.3348  0.333
C19 0.8864 -3.3048 -0.9601  -0.121
N3 1.1111 -2.0773 -0.6757  0.291
N4 1.0868 -1.8074 0.6728  0.052
C20 0.7650 -2.8466 1.4125  0.314
N5 0.6144 -2.7800 2.7418  -0.391
S1 0.5799 -4.2823 0.4640  -0.180
H19 -0.2466 -5.1291 -3.6710  0.396
H20 -1.2376 -4.1110 -2.6252  0.142
H21 -0.4516 -5.5588 -1.9763  0.423
H22 1.0145 -3.0472 -3.0269  -0.412
H23 1.8030 -4.5019 -2.4295  0.429
H24 0.4045 -1.8491 3.0900  0.117
H25 0.2195 -3.5633 3.2331  0.255
Te1 -0.2085 1.5170 -2.1980  -0.180
C21 0.1139 0.1665 -3.7909  0.181
C22 -0.8525 -0.1760 -4.6938  -0.381
C23 -0.3856 -1.0281 -5.7334  -0.692
C24 0.9395 -1.3094 -5.6230  -0.501
S2 1.6137 -0.5626 -4.2353  -0.094
H26 -1.8707 0.1873 -4.6252  0.503
H27 -1.0059 -1.3942 -6.5408  0.403
H28 1.5527 -1.9059 -6.2824  0.458
N6 3.6840 -0.4154 0.1118  0.027
C25 4.8024 -0.5812 -0.6136  -0.270
C26 4.5968 0.0573 -1.8127  -1.010
C27 3.3039 0.5853 -1.7245  -1.282
N7 2.7509 0.2918 -0.5531  0.545
H29 3.4968 -0.7387 1.0461  0.054
H30 5.6507 -1.1196 -0.2236  0.469
H31 5.2862 0.1422 -2.6353  0.446
H32 2.7631 1.1883 -2.4318  1.016